Molecular formula: C19H22ClMnNO4P2S
Method: DFT, wB97M-V/def2-TZVPD

The net charge is +2. The calculation puts the energy above the lowest of the compared OMol25 structures with the same formula, charge and spin at 1.796 eV. As for the spin multiplicity: 2. As for the energy: -3784.11191 Ha. As for the frontier orbital gap (spin up / spin down): 5.8 / 5.8 eV. The HOMO energy (spin up / spin down) comes out at -15.08 / -15.08 eV.

Last column: natural (NBO) charge in e.
Element x y z (Å)
Mn 0.106 0.246 -0.708  0.795
S 3.826 2.313 -1.504  0.637
C 2.923 3.334 -0.457  -0.327
C 1.794 2.743 0.040  -0.288
C 1.624 1.424 -0.437  -0.075
C 2.697 1.047 -1.283  -0.189
C 2.600 -0.212 -1.967  0.168
C 3.474 -0.759 -2.912  -0.173
C 3.154 -1.973 -3.496  -0.096
C 1.949 -2.594 -3.172  -0.196
C 1.130 -1.999 -2.232  0.066
N 1.460 -0.862 -1.625  -0.478
H 3.264 4.335 -0.262  0.279
H 1.103 3.251 0.695  0.254
H 4.372 -0.224 -3.181  0.255
H 3.823 -2.441 -4.203  0.262
H 1.654 -3.527 -3.624  0.263
H 0.189 -2.462 -1.941  0.216
C 1.521 -2.078 1.540  -0.947
P 0.544 -0.547 1.426  1.144
C 1.404 0.555 2.597  -0.926
C -1.038 -0.828 2.280  -0.400
C -1.140 -1.597 3.433  -0.120
C -2.355 -1.683 4.095  -0.177
C -3.460 -0.987 3.627  -0.151
C -3.365 -0.212 2.481  -0.175
C -2.158 -0.147 1.795  -0.336
P -2.017 0.603 0.138  1.064
C -2.957 2.153 0.054  -0.941
C -3.011 -0.601 -0.813  -0.934
H 1.576 -2.386 2.585  0.270
H 2.529 -1.854 1.185  0.264
H 1.093 -2.889 0.949  0.262
H 1.488 0.054 3.562  0.268
H 0.836 1.475 2.719  0.260
H 2.401 0.789 2.227  0.258
H -0.283 -2.133 3.809  0.217
H -2.434 -2.294 4.980  0.249
H -4.404 -1.060 4.146  0.250
H -4.227 0.330 2.118  0.233
H -4.023 1.936 0.156  0.270
H -2.779 2.627 -0.916  0.299
H -2.640 2.835 0.844  0.269
H -4.025 -0.609 -0.402  0.271
H -2.592 -1.607 -0.714  0.248
H -3.048 -0.314 -1.864  0.277
O -1.441 2.784 -2.791  -0.785
Cl -0.517 1.831 -3.224  2.611
O 0.814 2.196 -2.916  -0.838
O -0.678 1.386 -4.520  -0.729
O -0.755 0.635 -2.318  -0.900